1.
C6H18CrN5O11 | the ωB97M-V functional and the def2-TZVPD basis

The geometry in XYZ format:
```
41
Properties=species:S:1:pos:R:3:forces:R:3:mulliken_spin:R:1
Cr -0.899173 -0.311996 -3.524061 1.4 0.1 3.7 4.383
C -0.938138 -0.484486 -0.243473 0.1 0.0 -1.3 0.007
O -0.965773 0.243235 -1.463030 -0.4 -0.2 -2.1 -0.366
H 0.089761 -0.742614 0.011289 0.1 -0.3 -0.1 0.000
H -1.293948 0.113683 0.595380 -0.3 0.3 -0.2 -0.021
H -1.580523 -1.354169 -0.381695 0.1 -0.3 0.5 -0.006
C -3.280850 0.519026 3.002573 0.4 0.6 0.4 0.000
N -2.092702 0.750318 3.840686 3.2 0.9 0.9 0.000
O -1.088915 1.317667 3.308651 -2.2 -1.4 0.9 0.000
O -2.110073 0.393902 5.015123 -0.2 0.4 -1.7 0.000
H -4.064890 0.951581 3.624086 -0.4 -0.4 -0.4 0.000
H -3.325666 -0.563101 2.879744 -0.4 0.2 -0.1 0.000
H -3.102766 1.095547 2.094817 -0.3 -0.3 0.0 0.001
C 3.360082 -0.024905 -1.668144 0.5 1.2 2.0 0.001
N 2.678687 -0.089990 -2.935070 -0.9 -0.2 -2.4 -0.006
O 3.361624 -0.196105 -3.919912 0.0 -0.2 0.3 0.006
O 1.437667 0.022038 -3.017743 0.4 0.0 0.8 -0.001
H 3.439860 -0.961083 -1.115612 -0.1 -0.3 -0.7 0.000
H 2.821688 0.656247 -1.009158 -0.3 0.0 -0.2 0.000
H 4.333696 0.431499 -1.846692 0.0 -0.4 -0.1 0.001
C 2.041708 0.026048 2.070831 1.3 -0.1 -0.7 0.000
N 3.512294 -0.144526 2.361917 0.8 0.3 0.7 0.000
O 3.962447 -1.267217 2.337929 0.0 -0.4 -0.4 0.000
O 4.161405 0.834697 2.710729 -0.9 -0.4 -0.6 0.000
H 1.665276 -0.956916 1.787690 -0.2 0.0 1.1 0.000
H 1.986720 0.536851 1.109504 -0.1 0.9 0.5 0.000
H 1.747039 0.574930 2.965264 -1.0 -0.2 -0.5 0.000
C 0.198651 -4.439630 -1.557206 -0.3 0.0 0.2 -0.001
N 0.878876 -3.254956 -2.235102 -0.6 -0.9 1.1 -0.007
O 0.133509 -2.461374 -2.786209 -0.9 0.4 -0.8 0.005
O 2.052296 -3.096337 -2.104562 0.6 0.0 -0.1 0.006
H -0.446060 -4.006683 -0.792358 0.1 0.2 0.0 0.000
H 0.905045 -5.116208 -1.076221 0.2 0.4 -0.4 0.000
H -0.459718 -4.967731 -2.246963 0.3 0.2 -0.3 0.000
C -2.297777 3.527695 -1.326355 -1.1 -0.8 0.9 -0.001
N -3.278963 3.960668 -0.226042 0.0 1.4 0.3 0.000
O -3.624312 5.159676 -0.321084 0.2 -3.0 0.9 0.000
O -3.561183 3.141901 0.682918 0.5 2.1 -2.2 0.000
H -2.687758 2.566642 -1.661593 0.2 -0.1 0.1 0.003
H -1.362195 3.378727 -0.787282 0.1 0.2 -0.4 -0.001
H -2.306946 4.237450 -2.153562 0.1 0.2 0.6 0.000
```
Forces are in eV/Å.

Summary:
2S+1 ... 5
HOMO-LUMO gap (alpha / beta) ... 7.17 / 7.96 eV
Maximum force ... 3.9 eV/Å
E_LUMO (alpha / beta) ... -6.02 / -5.23 eV
Net charge ... +1
Relative energy (zero: lowest compared OMol25 entry of this formula, charge and spin) ... 1.042 eV



2.
C6H18FNa2O3S3 | the ωB97M-V functional and the def2-TZVPD basis

The geometry in XYZ format:
```
33
Properties=species:S:1:pos:R:3:forces:R:3:nbo_charge:R:1
Na -2.402639 3.848967 3.519278 0.3 -0.6 -0.3 0.992
Na 2.061484 5.780694 0.760350 -0.4 -0.8 -0.1 0.989
F 0.118012 2.830467 0.959277 0.0 1.1 0.5 -0.983
C 3.796487 -0.633509 -0.719614 -1.2 0.1 -0.3 -0.853
S 5.314629 0.371586 -0.348174 -0.2 -0.9 -2.3 1.231
O 6.466672 -0.276325 -1.067716 -0.8 0.6 0.9 -0.950
C 4.876380 1.860021 -1.394254 0.7 0.5 0.7 -0.825
H 2.981343 0.025669 -1.018167 0.0 0.5 0.6 0.230
H 3.424982 -1.258038 0.092817 0.5 0.4 0.5 0.234
H 3.725894 -1.330876 -1.554356 1.4 0.1 -0.4 0.252
H 3.905849 2.289730 -1.146248 -0.2 -0.4 -0.1 0.214
H 5.070596 1.824921 -2.466242 -0.4 -0.9 0.0 0.248
H 5.617595 2.596650 -1.084310 0.1 0.0 0.4 0.219
C -0.500658 -0.919124 4.259018 -0.7 1.2 -0.8 -0.840
S -1.953330 -0.934644 5.451851 -0.4 -0.9 -1.3 1.236
O -2.520389 0.438644 5.525097 0.5 0.7 -0.2 -1.017
C -3.110387 -1.821187 4.305543 0.9 -0.1 0.9 -0.789
H 0.182182 -1.759793 4.136179 -0.2 -0.1 1.0 0.249
H -0.008813 0.032455 4.460736 0.4 -0.3 0.6 0.238
H -0.814699 -0.727590 3.232958 -0.8 -0.1 -0.1 0.230
H -2.543555 -2.739071 4.149671 -0.3 -0.1 -0.7 0.225
H -3.285673 -1.186414 3.436961 0.3 -0.2 -0.1 0.229
H -4.062318 -2.078204 4.770166 0.2 0.2 0.3 0.242
C -2.576507 -0.422993 -2.478210 -0.2 0.2 0.4 -0.827
S -3.671698 -0.310241 -3.958926 0.5 1.0 -0.6 1.190
O -3.880271 1.127937 -4.436160 0.8 -2.1 0.8 -0.948
C -2.431234 -1.159897 -5.083130 -0.8 0.2 0.2 -0.807
H -2.365045 -1.487856 -2.381066 0.0 0.0 0.1 0.224
H -3.097606 -0.078646 -1.584916 -0.6 -0.2 -0.2 0.230
H -1.650444 0.146353 -2.398375 0.1 0.0 -1.0 0.237
H -1.658682 -0.410486 -5.255316 0.2 -0.4 -0.1 0.235
H -2.895064 -1.516982 -6.002617 -0.3 0.8 -0.2 0.239
H -2.113092 -2.122216 -4.682105 0.4 0.4 0.7 0.227
```
Forces are in eV/Å.

Summary:
HOMO-LUMO gap ... 5.61 eV
Maximum force ... 2.5 eV/Å
E_LUMO ... -4.78 eV
Net charge ... +1
Relative energy (zero: lowest compared OMol25 entry of this formula, charge and spin) ... 1.928 eV



3.
C6H18FO3S3Sn | the ωB97M-V functional and the def2-TZVPD basis

The geometry in XYZ format:
```
32
Properties=species:S:1:pos:R:3:forces:R:3:nbo_charge:R:1
Sn -12.950490 20.979070 0.155510 -5.9 6.2 -4.0 1.535
F -14.403340 21.986910 1.686800 1.5 -1.2 -0.2 -0.830
C -10.095820 19.127810 0.636110 0.5 -1.2 0.1 -0.895
S -9.881690 20.229980 -0.719390 -0.1 2.8 -1.0 1.207
O -11.121140 21.225300 -0.794100 4.0 -1.7 -1.3 -1.007
C -8.411630 21.306320 -0.221010 -0.7 -1.2 -0.1 -0.757
H -10.960210 18.517770 0.373840 -0.1 0.7 -0.5 0.252
H -10.175600 19.490710 1.660820 0.2 -0.6 -1.7 0.258
H -9.316660 18.366820 0.592460 0.6 0.2 -0.3 0.260
H -7.694920 21.062040 -1.005080 0.2 0.2 0.3 0.257
H -8.080350 20.975780 0.763420 0.2 0.1 -0.2 0.211
H -8.643850 22.371270 -0.214890 -0.4 -0.2 -0.1 0.271
C -9.581450 20.273620 3.316850 -0.6 0.7 0.3 -0.795
S -10.996160 21.410050 2.839380 -1.3 -0.7 0.3 1.263
O -11.556870 20.845880 1.489750 3.3 1.8 4.2 -1.095
C -12.315060 20.836730 3.995230 0.5 0.2 1.0 -0.791
H -9.969070 19.256680 3.377550 0.3 0.1 0.3 0.237
H -9.166720 20.609070 4.267420 -0.4 0.1 0.2 0.279
H -8.778220 20.389040 2.589110 -0.2 -0.1 0.1 0.248
H -12.528540 19.773920 3.881420 1.2 0.6 1.4 0.209
H -13.279930 21.231470 3.676930 0.2 1.0 -0.2 0.319
H -12.038790 21.112840 5.012840 0.0 0.2 -0.1 0.253
C -11.894730 17.547690 2.311260 0.2 -0.9 -0.8 -0.843
S -12.988400 19.032580 2.152850 -1.1 -4.2 2.4 1.228
O -13.493750 19.206370 0.747020 -0.8 -4.3 0.4 -1.013
C -14.337710 18.283430 3.159860 -0.8 1.1 -1.3 -0.812
H -12.346700 16.621230 1.957000 -0.6 0.2 -0.3 0.265
H -11.584590 17.265650 3.317420 -0.3 0.8 0.4 0.262
H -10.992380 17.664880 1.711160 -0.5 -0.3 0.8 0.231
H -14.047520 17.894820 4.136010 0.3 -0.1 -0.3 0.257
H -14.904150 17.609690 2.516960 0.4 -0.5 0.2 0.267
H -15.026460 19.121210 3.268710 0.0 0.2 0.4 0.268
```
Forces are in eV/Å.

Summary:
HOMO-LUMO gap ... 7.52 eV
Maximum force ... 9.5 eV/Å
E_LUMO ... -3.03 eV
Net charge ... +1
Relative energy (zero: lowest compared OMol25 entry of this formula, charge and spin) ... 3.202 eV



Question: maximum force of number 1 (C6H18CrN5O11)?
Answer: 3.9 eV/Å



Please write out number 1 again, unchanged.
C6H18CrN5O11 | the ωB97M-V functional and the def2-TZVPD basis

The geometry in XYZ format:
```
41
Properties=species:S:1:pos:R:3:forces:R:3:mulliken_spin:R:1
Cr -0.899173 -0.311996 -3.524061 1.4 0.1 3.7 4.383
C -0.938138 -0.484486 -0.243473 0.1 0.0 -1.3 0.007
O -0.965773 0.243235 -1.463030 -0.4 -0.2 -2.1 -0.366
H 0.089761 -0.742614 0.011289 0.1 -0.3 -0.1 0.000
H -1.293948 0.113683 0.595380 -0.3 0.3 -0.2 -0.021
H -1.580523 -1.354169 -0.381695 0.1 -0.3 0.5 -0.006
C -3.280850 0.519026 3.002573 0.4 0.6 0.4 0.000
N -2.092702 0.750318 3.840686 3.2 0.9 0.9 0.000
O -1.088915 1.317667 3.308651 -2.2 -1.4 0.9 0.000
O -2.110073 0.393902 5.015123 -0.2 0.4 -1.7 0.000
H -4.064890 0.951581 3.624086 -0.4 -0.4 -0.4 0.000
H -3.325666 -0.563101 2.879744 -0.4 0.2 -0.1 0.000
H -3.102766 1.095547 2.094817 -0.3 -0.3 0.0 0.001
C 3.360082 -0.024905 -1.668144 0.5 1.2 2.0 0.001
N 2.678687 -0.089990 -2.935070 -0.9 -0.2 -2.4 -0.006
O 3.361624 -0.196105 -3.919912 0.0 -0.2 0.3 0.006
O 1.437667 0.022038 -3.017743 0.4 0.0 0.8 -0.001
H 3.439860 -0.961083 -1.115612 -0.1 -0.3 -0.7 0.000
H 2.821688 0.656247 -1.009158 -0.3 0.0 -0.2 0.000
H 4.333696 0.431499 -1.846692 0.0 -0.4 -0.1 0.001
C 2.041708 0.026048 2.070831 1.3 -0.1 -0.7 0.000
N 3.512294 -0.144526 2.361917 0.8 0.3 0.7 0.000
O 3.962447 -1.267217 2.337929 0.0 -0.4 -0.4 0.000
O 4.161405 0.834697 2.710729 -0.9 -0.4 -0.6 0.000
H 1.665276 -0.956916 1.787690 -0.2 0.0 1.1 0.000
H 1.986720 0.536851 1.109504 -0.1 0.9 0.5 0.000
H 1.747039 0.574930 2.965264 -1.0 -0.2 -0.5 0.000
C 0.198651 -4.439630 -1.557206 -0.3 0.0 0.2 -0.001
N 0.878876 -3.254956 -2.235102 -0.6 -0.9 1.1 -0.007
O 0.133509 -2.461374 -2.786209 -0.9 0.4 -0.8 0.005
O 2.052296 -3.096337 -2.104562 0.6 0.0 -0.1 0.006
H -0.446060 -4.006683 -0.792358 0.1 0.2 0.0 0.000
H 0.905045 -5.116208 -1.076221 0.2 0.4 -0.4 0.000
H -0.459718 -4.967731 -2.246963 0.3 0.2 -0.3 0.000
C -2.297777 3.527695 -1.326355 -1.1 -0.8 0.9 -0.001
N -3.278963 3.960668 -0.226042 0.0 1.4 0.3 0.000
O -3.624312 5.159676 -0.321084 0.2 -3.0 0.9 0.000
O -3.561183 3.141901 0.682918 0.5 2.1 -2.2 0.000
H -2.687758 2.566642 -1.661593 0.2 -0.1 0.1 0.003
H -1.362195 3.378727 -0.787282 0.1 0.2 -0.4 -0.001
H -2.306946 4.237450 -2.153562 0.1 0.2 0.6 0.000
```
Forces are in eV/Å.

Summary:
2S+1 ... 5
HOMO-LUMO gap (alpha / beta) ... 7.17 / 7.96 eV
Maximum force ... 3.9 eV/Å
E_LUMO (alpha / beta) ... -6.02 / -5.23 eV
Net charge ... +1
Relative energy (zero: lowest compared OMol25 entry of this formula, charge and spin) ... 1.042 eV



Copy entry 1 word for word.
C6H18CrN5O11 | the ωB97M-V functional and the def2-TZVPD basis

The geometry in XYZ format:
```
41
Properties=species:S:1:pos:R:3:forces:R:3:mulliken_spin:R:1
Cr -0.899173 -0.311996 -3.524061 1.4 0.1 3.7 4.383
C -0.938138 -0.484486 -0.243473 0.1 0.0 -1.3 0.007
O -0.965773 0.243235 -1.463030 -0.4 -0.2 -2.1 -0.366
H 0.089761 -0.742614 0.011289 0.1 -0.3 -0.1 0.000
H -1.293948 0.113683 0.595380 -0.3 0.3 -0.2 -0.021
H -1.580523 -1.354169 -0.381695 0.1 -0.3 0.5 -0.006
C -3.280850 0.519026 3.002573 0.4 0.6 0.4 0.000
N -2.092702 0.750318 3.840686 3.2 0.9 0.9 0.000
O -1.088915 1.317667 3.308651 -2.2 -1.4 0.9 0.000
O -2.110073 0.393902 5.015123 -0.2 0.4 -1.7 0.000
H -4.064890 0.951581 3.624086 -0.4 -0.4 -0.4 0.000
H -3.325666 -0.563101 2.879744 -0.4 0.2 -0.1 0.000
H -3.102766 1.095547 2.094817 -0.3 -0.3 0.0 0.001
C 3.360082 -0.024905 -1.668144 0.5 1.2 2.0 0.001
N 2.678687 -0.089990 -2.935070 -0.9 -0.2 -2.4 -0.006
O 3.361624 -0.196105 -3.919912 0.0 -0.2 0.3 0.006
O 1.437667 0.022038 -3.017743 0.4 0.0 0.8 -0.001
H 3.439860 -0.961083 -1.115612 -0.1 -0.3 -0.7 0.000
H 2.821688 0.656247 -1.009158 -0.3 0.0 -0.2 0.000
H 4.333696 0.431499 -1.846692 0.0 -0.4 -0.1 0.001
C 2.041708 0.026048 2.070831 1.3 -0.1 -0.7 0.000
N 3.512294 -0.144526 2.361917 0.8 0.3 0.7 0.000
O 3.962447 -1.267217 2.337929 0.0 -0.4 -0.4 0.000
O 4.161405 0.834697 2.710729 -0.9 -0.4 -0.6 0.000
H 1.665276 -0.956916 1.787690 -0.2 0.0 1.1 0.000
H 1.986720 0.536851 1.109504 -0.1 0.9 0.5 0.000
H 1.747039 0.574930 2.965264 -1.0 -0.2 -0.5 0.000
C 0.198651 -4.439630 -1.557206 -0.3 0.0 0.2 -0.001
N 0.878876 -3.254956 -2.235102 -0.6 -0.9 1.1 -0.007
O 0.133509 -2.461374 -2.786209 -0.9 0.4 -0.8 0.005
O 2.052296 -3.096337 -2.104562 0.6 0.0 -0.1 0.006
H -0.446060 -4.006683 -0.792358 0.1 0.2 0.0 0.000
H 0.905045 -5.116208 -1.076221 0.2 0.4 -0.4 0.000
H -0.459718 -4.967731 -2.246963 0.3 0.2 -0.3 0.000
C -2.297777 3.527695 -1.326355 -1.1 -0.8 0.9 -0.001
N -3.278963 3.960668 -0.226042 0.0 1.4 0.3 0.000
O -3.624312 5.159676 -0.321084 0.2 -3.0 0.9 0.000
O -3.561183 3.141901 0.682918 0.5 2.1 -2.2 0.000
H -2.687758 2.566642 -1.661593 0.2 -0.1 0.1 0.003
H -1.362195 3.378727 -0.787282 0.1 0.2 -0.4 -0.001
H -2.306946 4.237450 -2.153562 0.1 0.2 0.6 0.000
```
Forces are in eV/Å.

Summary:
2S+1 ... 5
HOMO-LUMO gap (alpha / beta) ... 7.17 / 7.96 eV
Maximum force ... 3.9 eV/Å
E_LUMO (alpha / beta) ... -6.02 / -5.23 eV
Net charge ... +1
Relative energy (zero: lowest compared OMol25 entry of this formula, charge and spin) ... 1.042 eV